# 1
A molecular structure, C22H27As2AuIN, computed with the ωB97M-V functional and the def2-TZVPD basis.

Calculated values
Charge: +2
Frontier orbital gap, hartree: 0.2327
Energy relative to the best compared isomer or geometry (same formula, charge and spin), kJ/mol: 0.0

Last column: Mulliken charge in e.
Element x y z (Å)
1 Au 0.83928 0.78436 -0.33165  0.516
2 C -0.71311 2.07791 -3.60745  -1.075
3 As -1.00204 0.96931 -2.05035  0.769
4 C -1.77081 -0.65713 -2.75795  -1.077
5 C -2.43085 1.82900 -1.06284  -0.008
6 C -3.65217 2.09169 -1.67342  -0.521
7 C -4.69371 2.64901 -0.94699  -0.821
8 C -4.52570 2.94174 0.39620  -0.748
9 C -3.30687 2.69933 1.00996  -0.824
10 C -2.26110 2.15197 0.27681  0.655
11 As -0.54110 2.02833 1.13802  0.439
12 C -0.86458 1.40055 2.93741  -1.120
13 C 0.09198 3.84151 1.31662  -1.072
14 H -1.57201 1.99236 -4.27999  0.401
15 H 0.18607 1.73837 -4.12737  0.366
16 H -0.58502 3.11827 -3.30102  0.369
17 H -2.70540 -0.41134 -3.26947  0.478
18 H -1.96480 -1.36134 -1.94852  0.292
19 H -1.07154 -1.09756 -3.47020  0.407
20 H -3.80249 1.85662 -2.72478  0.357
21 H -5.63750 2.84974 -1.43002  0.430
22 H -5.33811 3.36627 0.96573  0.429
23 H -3.18733 2.95098 2.05646  0.347
24 H -1.34581 2.22043 3.47935  0.483
25 H 0.07652 1.16094 3.43392  0.378
26 H -1.52123 0.52884 2.92177  0.397
27 H -0.70755 4.44056 1.75962  0.468
28 H 0.33886 4.23098 0.32735  0.373
29 H 0.97422 3.87239 1.95674  0.407
30 C 2.37641 0.86466 1.18667  -1.539
31 C 2.79377 -0.50237 1.53867  0.809
32 C 3.84679 -1.12206 0.85507  -0.341
33 C 4.24148 -2.40874 1.17892  -0.750
34 C 3.59364 -3.10159 2.19232  -0.449
35 C 2.56472 -2.49114 2.89710  -0.831
36 C 2.17104 -1.20340 2.57676  -0.126
37 H 3.11527 1.40777 0.60798  0.736
38 H 2.06013 1.46641 2.03747  0.508
39 H 4.37918 -0.57673 0.09199  0.536
40 H 5.06979 -2.86547 0.65674  0.454
41 H 3.90866 -4.10035 2.45372  0.465
42 H 2.08506 -3.01654 3.70874  0.454
43 H 1.37700 -0.73250 3.14722  0.182
44 I 2.36986 -0.65536 -2.42113  0.128
45 C 1.37488 -2.31011 -1.56765  0.422
46 C 1.67315 -3.58588 -2.00694  -0.658
47 C 0.99323 -4.62993 -1.39818  -0.365
48 C 0.07283 -4.34863 -0.40098  -0.804
49 C -0.14014 -3.02894 -0.04701  -0.499
50 N 0.49791 -2.01146 -0.62432  0.254
51 H 2.40011 -3.76155 -2.78413  0.487
52 H 1.18446 -5.64700 -1.70068  0.452
53 H -0.46927 -5.13728 0.09543  0.486
54 H -0.84602 -2.76589 0.73231  0.494

# 2
A molecular structure, C22H27AsN3O12PRuS2Te in a non-equilibrium geometry, computed with the ωB97M-V functional and the def2-TZVPD basis.

Calculated values
Frontier orbital gap (alpha / beta), hartree: 0.2998 / 0.2165
2S+1: 5

Last column: Mulliken charge in e.
Element x y z (Å)
1 Ru 0.95889 -0.18850 -0.48803  0.953
2 O 3.02272 0.88358 0.19420  -0.573
3 As 3.52438 1.18609 -1.47253  1.170
4 O 4.95448 0.69585 -2.01151  -0.674
5 O 2.06603 0.36578 -2.07699  -0.596
6 C 3.07809 3.11943 -1.80212  -0.342
7 C 3.87880 3.76503 -2.74861  -0.453
8 C 3.51530 5.00225 -3.25408  -0.593
9 C 2.34997 5.59079 -2.84253  -0.408
10 C 1.49728 5.00549 -1.91256  -0.616
11 C 1.88419 3.74786 -1.36305  0.448
12 S 0.82537 3.24430 -0.00470  1.367
13 O -0.33390 4.10778 0.12652  -0.738
14 O 1.67042 3.17714 1.18151  -0.747
15 O 0.41350 1.93193 -0.52681  -0.239
16 H 2.84217 1.61753 0.77715  0.450
17 H 4.71969 3.19264 -3.07267  0.517
18 H 4.27944 5.61934 -3.78057  0.315
19 H 2.02760 6.50535 -3.37160  0.332
20 H 0.59255 5.45937 -1.41658  0.401
21 O -0.01018 -3.16234 4.64987  -0.627
22 S -0.95846 -2.17813 4.22243  0.945
23 O -2.33418 -2.49108 4.15611  -0.599
24 N -0.43940 -1.62726 2.65966  0.050
25 C 0.19866 -0.43559 2.70964  -0.020
26 O 0.91884 0.04694 1.80422  -0.528
27 C 0.06696 0.21814 4.03275  0.206
28 C 0.33757 1.52412 4.42332  -0.237
29 C -0.01359 1.95525 5.68986  -0.607
30 C -0.76462 1.17404 6.56108  -0.394
31 C -1.12883 -0.07158 6.16349  -0.831
32 C -0.69064 -0.48068 4.89488  0.518
33 H 0.74442 2.21888 3.64477  0.376
34 H 0.29239 2.98923 5.97416  0.352
35 H -1.03014 1.54309 7.53046  0.423
36 H -1.54167 -0.73890 6.88013  0.401
37 C -3.52122 2.66824 -2.26747  -1.108
38 C -3.02923 1.90974 -1.04085  0.453
39 O -3.26324 0.47320 -1.23212  -0.396
40 P -2.13259 -0.70536 -1.25555  0.698
41 O -1.15099 -0.62896 -0.05867  -0.218
42 Te -0.64243 -0.64684 -3.25913  0.047
43 O -2.86255 -2.08403 -1.06836  -0.337
44 C -3.75611 -2.79435 -2.08362  -0.253
45 C -2.96381 -3.67361 -3.03847  -0.909
46 H -2.83615 3.56616 -2.37116  0.291
47 H -4.58309 2.96749 -2.18980  0.314
48 H -3.32700 2.08292 -3.18724  0.293
49 H -3.61808 2.11658 -0.15998  0.326
50 H -1.91874 2.12175 -0.83380  -0.371
51 H -4.29316 -2.03929 -2.63645  0.311
52 H -4.39359 -3.40111 -1.40583  0.313
53 H -2.53388 -3.04148 -3.79903  0.212
54 H -3.67875 -4.36653 -3.46773  0.411
55 H -2.16075 -4.23145 -2.53092  0.188
56 C -0.26866 -4.99447 1.07952  -1.308
57 C 0.42645 -4.04162 0.11133  0.363
58 C 1.15392 -4.23633 -1.05054  -1.093
59 C 1.68467 -3.01228 -1.41482  0.633
60 N 1.21337 -2.05836 -0.46298  0.223
61 N 0.49470 -2.72936 0.48349  -0.162
62 C 2.52295 -2.73039 -2.56686  -0.996
63 H -1.09376 -4.52193 1.65546  0.284
64 H 0.42341 -5.32586 1.87782  0.283
65 H -0.65302 -5.85842 0.52126  0.366
66 H 1.28215 -5.16458 -1.68085  0.287
67 H -0.12944 -2.18503 1.79246  0.743
68 H 3.54083 -2.62220 -2.21473  0.296
69 H 2.24290 -1.77406 -3.07566  0.081
70 H 2.41082 -3.55134 -3.29996  0.334

What did the first record say?
A molecular structure, C22H27As2AuIN, computed with the ωB97M-V functional and the def2-TZVPD basis.

Calculated values
Charge: +2
Frontier orbital gap, hartree: 0.2327
Energy relative to the best compared isomer or geometry (same formula, charge and spin), kJ/mol: 0.0

Last column: Mulliken charge in e.
Element x y z (Å)
1 Au 0.83928 0.78436 -0.33165  0.516
2 C -0.71311 2.07791 -3.60745  -1.075
3 As -1.00204 0.96931 -2.05035  0.769
4 C -1.77081 -0.65713 -2.75795  -1.077
5 C -2.43085 1.82900 -1.06284  -0.008
6 C -3.65217 2.09169 -1.67342  -0.521
7 C -4.69371 2.64901 -0.94699  -0.821
8 C -4.52570 2.94174 0.39620  -0.748
9 C -3.30687 2.69933 1.00996  -0.824
10 C -2.26110 2.15197 0.27681  0.655
11 As -0.54110 2.02833 1.13802  0.439
12 C -0.86458 1.40055 2.93741  -1.120
13 C 0.09198 3.84151 1.31662  -1.072
14 H -1.57201 1.99236 -4.27999  0.401
15 H 0.18607 1.73837 -4.12737  0.366
16 H -0.58502 3.11827 -3.30102  0.369
17 H -2.70540 -0.41134 -3.26947  0.478
18 H -1.96480 -1.36134 -1.94852  0.292
19 H -1.07154 -1.09756 -3.47020  0.407
20 H -3.80249 1.85662 -2.72478  0.357
21 H -5.63750 2.84974 -1.43002  0.430
22 H -5.33811 3.36627 0.96573  0.429
23 H -3.18733 2.95098 2.05646  0.347
24 H -1.34581 2.22043 3.47935  0.483
25 H 0.07652 1.16094 3.43392  0.378
26 H -1.52123 0.52884 2.92177  0.397
27 H -0.70755 4.44056 1.75962  0.468
28 H 0.33886 4.23098 0.32735  0.373
29 H 0.97422 3.87239 1.95674  0.407
30 C 2.37641 0.86466 1.18667  -1.539
31 C 2.79377 -0.50237 1.53867  0.809
32 C 3.84679 -1.12206 0.85507  -0.341
33 C 4.24148 -2.40874 1.17892  -0.750
34 C 3.59364 -3.10159 2.19232  -0.449
35 C 2.56472 -2.49114 2.89710  -0.831
36 C 2.17104 -1.20340 2.57676  -0.126
37 H 3.11527 1.40777 0.60798  0.736
38 H 2.06013 1.46641 2.03747  0.508
39 H 4.37918 -0.57673 0.09199  0.536
40 H 5.06979 -2.86547 0.65674  0.454
41 H 3.90866 -4.10035 2.45372  0.465
42 H 2.08506 -3.01654 3.70874  0.454
43 H 1.37700 -0.73250 3.14722  0.182
44 I 2.36986 -0.65536 -2.42113  0.128
45 C 1.37488 -2.31011 -1.56765  0.422
46 C 1.67315 -3.58588 -2.00694  -0.658
47 C 0.99323 -4.62993 -1.39818  -0.365
48 C 0.07283 -4.34863 -0.40098  -0.804
49 C -0.14014 -3.02894 -0.04701  -0.499
50 N 0.49791 -2.01146 -0.62432  0.254
51 H 2.40011 -3.76155 -2.78413  0.487
52 H 1.18446 -5.64700 -1.70068  0.452
53 H -0.46927 -5.13728 0.09543  0.486
54 H -0.84602 -2.76589 0.73231  0.494